(1)
Computed, not measured: a 8-piece molecular cluster, C42H88F6N9O4P overall, with wB97M-V/def2-TZVPD.

Values from the calculation:
HOMO level = -17.3 eV
Total charge = +4
M = 928.187 g/mol
Kohn-Sham gap = 8.634 eV

XYZ file:
```
150
Properties=species:S:1:pos:R:3:forces:R:3
O 21.60634 0.66420 -20.02430 -0.830 0.567 -0.594
C 22.29072 0.32049 -18.92399 0.102 0.917 1.801
O 22.17756 0.96906 -17.89248 -0.786 2.066 1.713
O 22.99086 -0.66733 -19.06798 1.919 -2.514 -0.392
H 21.90468 -0.15797 -20.42006 -0.636 -0.635 -2.242
C 15.98100 -0.54517 -24.10956 0.629 0.480 0.084
C 16.62717 0.85186 -23.91567 0.793 0.062 0.233
C 17.09183 1.15095 -22.45998 0.284 -0.272 -0.906
N 18.35612 2.11979 -22.24664 -0.372 -0.815 0.915
C 18.23529 3.44365 -23.02258 -1.484 -1.077 0.197
C 16.94473 4.19252 -22.58485 0.866 -0.155 -0.673
C 16.92405 4.41301 -21.10671 -0.478 1.522 1.240
C 17.24733 3.23994 -20.17742 -0.195 -0.534 -0.886
C 18.45133 2.42297 -20.71500 0.694 1.254 -1.024
C 19.64292 1.32969 -22.66622 -1.091 0.036 -0.129
H 15.13403 -0.78842 -23.46801 0.000 0.329 0.090
H 16.75743 -1.29514 -23.95855 -0.073 -0.161 -0.077
H 15.64765 -0.58999 -25.14636 -0.019 -0.172 0.095
H 15.95572 1.63093 -24.27664 -0.017 0.089 0.171
H 17.50976 0.88818 -24.55428 -0.034 -0.103 -0.270
H 17.45002 0.23858 -21.98315 -0.110 -0.033 0.022
H 16.16857 1.48701 -21.98801 0.662 0.523 0.680
H 18.16138 3.14122 -24.06718 0.142 0.154 -0.014
H 19.13240 4.04534 -22.87682 0.031 -0.197 0.221
H 16.01794 3.74255 -22.94077 0.238 -0.374 -0.128
H 17.00474 5.16204 -23.07934 -0.144 0.028 -0.073
H 16.01430 4.91136 -20.77188 -0.958 -0.882 -0.273
H 17.45726 5.33771 -20.88599 1.551 -0.318 0.083
H 16.36524 2.60432 -20.10000 -0.012 -0.183 -0.156
H 17.34569 3.62844 -19.16377 0.654 -0.216 -0.009
H 18.83509 1.55495 -20.17892 -0.790 -0.421 -0.103
H 19.34161 3.05166 -20.73092 -0.033 0.409 0.264
H 20.57988 1.88381 -22.60995 -0.498 0.672 -0.057
H 19.45922 0.99418 -23.68689 0.207 -0.024 0.122
H 19.81641 0.46691 -22.02308 -0.559 -0.055 0.026
C 22.34488 0.25215 -13.89427 0.503 -0.513 0.192
C 23.40260 -0.77393 -13.46471 -0.953 -0.660 1.136
C 24.43251 -1.10824 -14.50196 -0.009 -0.529 0.090
N 24.90266 -2.62362 -14.53994 0.260 1.327 -0.566
C 23.79256 -3.55989 -14.98041 -0.007 0.203 -2.349
C 23.24785 -3.19833 -16.46179 -0.026 0.057 0.269
C 24.35109 -3.30424 -17.54938 0.328 -0.921 1.933
C 25.54274 -2.45555 -17.06789 0.266 0.419 -0.015
C 26.04890 -2.71054 -15.59496 -1.254 -0.312 -0.441
C 25.46722 -3.01183 -13.15874 0.116 0.055 -1.924
H 21.59720 0.31550 -13.10366 -0.096 0.076 -0.192
H 21.90284 -0.06962 -14.83722 -0.192 0.213 -0.049
H 22.79791 1.23757 -14.00296 -0.032 0.086 -0.120
H 22.90231 -1.68727 -13.14281 -0.321 -0.026 -0.041
H 23.89529 -0.42075 -12.55883 0.004 0.020 0.045
H 25.23346 -0.44169 -14.18212 0.903 -0.648 -0.856
H 24.03695 -0.82808 -15.47826 0.403 -0.386 -0.109
H 23.07010 -3.69944 -14.17625 -0.154 0.396 -0.275
H 24.23485 -4.53292 -15.19415 0.387 -0.067 0.639
H 22.78026 -2.21657 -16.53662 0.109 0.228 0.319
H 22.46164 -3.89294 -16.75762 -0.072 -0.253 0.542
H 24.00617 -3.20982 -18.57905 -0.094 1.139 0.218
H 24.62905 -4.35748 -17.58865 0.433 -0.259 0.389
H 25.29889 -1.39771 -17.16586 -0.232 0.118 0.025
H 26.37571 -2.56409 -17.76251 0.298 -0.238 0.289
H 26.80005 -2.00236 -15.24517 -0.003 0.040 -0.320
H 26.44494 -3.72009 -15.48515 -0.002 0.006 -0.061
H 24.61639 -3.32335 -12.55281 0.463 0.474 0.417
H 26.11222 -2.17230 -12.89942 -0.554 0.037 0.787
H 26.16886 -3.83035 -13.31945 -0.378 -0.299 0.047
C 25.50650 1.59208 -22.81586 -0.227 -1.819 -0.926
N 25.99412 0.30101 -23.55894 0.656 -0.206 1.158
C 24.98150 -0.29982 -24.55963 0.437 0.128 1.034
C 27.23185 0.75835 -24.28599 -0.126 0.236 -0.540
C 26.45346 -0.76655 -22.50121 -0.382 1.390 1.096
C 25.44482 -1.05608 -21.36140 0.072 0.235 -0.159
O 25.41205 -0.11029 -20.27914 1.209 0.822 -1.205
H 25.37071 2.28618 -23.64525 -0.211 0.293 0.478
H 26.25078 1.89645 -22.07999 0.118 -0.081 -0.371
H 24.60360 1.32821 -22.26519 -0.085 0.193 -0.330
H 25.46598 -1.16768 -25.00706 0.133 0.339 -0.297
H 24.69004 0.47528 -25.26842 0.215 -0.177 -0.021
H 24.09986 -0.69733 -24.05683 -0.014 0.296 0.291
H 27.80051 -0.06339 -24.72129 -0.082 -0.146 0.431
H 27.81595 1.38491 -23.61193 0.163 -0.430 0.014
H 26.95755 1.39490 -25.12721 -0.318 -0.010 0.053
H 27.29933 -0.35198 -21.95281 0.302 0.404 -0.456
H 26.82983 -1.66555 -22.98930 -0.538 0.075 -0.276
H 25.83580 -1.94965 -20.87479 -0.580 -0.652 -0.645
H 24.45094 -1.09667 -21.80710 -0.177 -0.849 0.246
H 24.55318 -0.18572 -19.85695 -0.707 -0.442 0.337
C 22.56430 6.83389 -14.52585 -1.504 -0.091 -0.637
C 22.01862 5.87834 -15.66060 0.110 0.377 1.502
N 23.09888 5.09682 -16.16263 3.988 -3.413 -0.588
C 24.29395 5.59800 -16.68802 0.781 -3.153 -0.849
C 25.08909 4.45562 -16.99238 0.015 1.074 1.113
N 24.51517 3.29872 -16.48167 -2.974 2.947 0.036
C 23.28720 3.72896 -16.00893 0.747 0.535 -0.211
C 25.09708 1.95716 -16.31482 -0.471 -0.610 0.615
H 21.77680 7.52860 -14.23372 -0.218 -0.106 -0.035
H 23.37923 7.49841 -14.81289 0.214 -0.490 -0.138
H 22.76450 6.23837 -13.63514 0.411 0.054 -0.180
H 21.53644 6.31864 -16.53338 -0.077 0.463 0.369
H 21.37899 5.10394 -15.23717 -0.549 0.530 0.173
H 24.53005 6.64907 -16.76480 -0.160 -0.142 -0.257
H 26.09015 4.32211 -17.37505 -0.022 0.661 -0.139
H 22.61009 3.07860 -15.47512 -0.160 0.063 -0.252
H 25.39764 1.40106 -17.20281 0.086 0.868 -0.463
H 24.32459 1.30487 -15.90753 -0.164 0.353 0.119
H 25.91141 2.01027 -15.59223 0.052 0.148 -0.181
C 17.72580 0.66257 -16.90616 -0.348 0.095 0.848
C 18.69008 -0.46922 -16.58512 -0.306 -0.616 0.039
N 18.81481 -1.44180 -17.70257 0.472 -1.196 -0.663
C 20.02265 -1.99277 -18.13751 -0.621 0.167 0.137
C 19.72984 -2.80303 -19.19785 1.089 -0.318 0.253
N 18.38889 -2.81780 -19.36831 -1.094 1.267 0.409
C 17.83889 -2.03963 -18.41782 0.257 1.336 -0.396
C 17.69696 -3.37514 -20.55037 -1.028 -1.070 1.205
H 17.94237 1.25098 -17.79777 -0.093 -0.526 -0.320
H 17.67739 1.40917 -16.11347 0.491 -0.132 0.362
H 16.71520 0.26055 -16.83426 -0.153 0.114 -0.806
H 18.31651 -1.07771 -15.76154 -0.123 0.345 0.249
H 19.68539 -0.13600 -16.29113 0.072 -0.039 -0.476
H 20.91484 -1.81804 -17.55454 0.087 0.137 -0.536
H 20.34353 -3.39102 -19.86421 0.177 0.166 0.178
H 16.80517 -1.73203 -18.36123 0.002 -0.339 -0.062
H 17.97279 -2.88709 -21.48515 0.367 -0.387 0.190
H 16.61874 -3.35812 -20.39144 -0.089 0.931 0.070
H 17.78295 -4.45648 -20.44352 0.929 -0.042 -0.936
C 22.20705 3.66925 -20.90314 -0.424 -0.426 1.380
C 22.44162 4.32822 -19.48980 -0.340 -1.447 -1.298
N 21.18563 4.78599 -18.91949 -0.352 1.445 -0.527
C 20.32214 3.98694 -18.22600 -0.088 1.018 1.593
C 19.39294 4.84524 -17.68182 -0.869 -0.216 -0.863
N 19.54696 6.06615 -18.30575 1.221 0.640 0.498
C 20.70518 6.04536 -18.96285 -0.279 -1.553 -1.037
C 18.85045 7.34504 -18.14137 -1.554 -0.095 0.775
H 21.32980 3.02253 -20.88625 -0.384 0.349 0.526
H 22.91014 2.84210 -21.00114 0.743 0.688 -0.660
H 22.03455 4.36170 -21.72706 0.759 0.000 0.019
H 23.19820 5.11287 -19.48554 -0.284 0.055 -0.036
H 22.71398 3.54500 -18.78235 0.519 -0.147 -0.245
H 20.52904 2.94688 -18.02136 0.205 -0.125 -0.026
H 18.61599 4.71958 -16.94225 -0.058 -0.245 -0.249
H 21.03597 6.79517 -19.66623 0.253 0.186 0.359
H 18.07006 7.25062 -17.38627 0.528 -0.153 0.667
H 18.17039 7.58334 -18.95919 0.834 0.039 -0.720
H 19.55578 8.13129 -17.87225 -0.249 -0.060 -0.230
P 21.12154 -2.65068 -23.18528 0.924 0.661 -2.467
F 20.95598 -2.06112 -21.68010 -0.254 0.219 0.955
F 21.69054 -1.13618 -23.57795 0.045 -0.042 -0.090
F 22.62738 -3.10668 -22.83528 -0.051 0.000 0.441
F 21.38310 -3.14310 -24.72154 -0.530 0.429 1.103
F 20.48456 -4.01257 -22.74809 0.124 -1.110 0.532
F 19.62775 -2.14451 -23.55274 -0.243 0.580 -0.025
```
Forces are in eV/Å.


(2)
Computed, not measured: C5H13N3 as an isolated structure, with wB97M-V/def2-TZVPD.

Values from the calculation:
HOMO level (alpha / beta) = -15.4 / -20.4 eV
Total charge = +2
2S+1 = 3
M = 115.180 g/mol
Kohn-Sham gap (alpha / beta) = 7.003 / 6.828 eV

XYZ file:
```
21
Properties=species:S:1:pos:R:3:forces:R:3
C -1.33743 0.96821 -1.26481 -2.750 -0.303 -1.000
C 0.71488 -0.30520 -0.18952 -2.061 -0.763 1.335
C -1.02620 -0.79668 1.30725 -0.333 -1.863 -1.609
C 0.60917 -2.53025 0.47535 -1.488 -1.642 1.608
C -0.07722 2.69555 -0.22578 1.354 -3.141 2.328
N 0.07342 -1.20811 0.41073 0.402 -0.461 2.339
N 1.83597 -0.13277 -0.69874 2.975 -0.038 -1.830
N -0.30502 1.24582 -0.65577 -1.358 5.054 -1.490
H -2.04467 1.79611 -1.52205 0.316 -0.494 0.228
H -1.72069 -0.03329 -1.49630 0.603 0.094 -0.281
H -0.76926 -0.99183 2.31032 0.241 -0.714 1.181
H -1.19235 0.20574 1.17789 -0.265 2.339 -0.068
H -1.91934 -1.30394 0.95235 -0.241 -0.417 0.456
H 1.36654 -2.57391 -0.20672 1.775 -0.554 -2.199
H 1.13177 -2.64318 1.43508 -0.579 -0.210 0.300
H -0.16803 -3.31115 0.30122 0.636 0.552 0.339
H 0.89221 2.65426 0.24306 0.563 0.597 -0.070
H -0.75132 2.90752 0.58100 -0.757 0.378 -0.026
H -0.09452 3.23852 -1.09282 -0.146 1.714 -1.927
H 2.72152 -0.23479 -0.31095 2.095 -1.564 1.819
H 2.06059 0.35338 -1.53081 -0.983 1.436 -1.435
```
Forces are in eV/Å.


(3)
Computed, not measured: a 4-piece molecular cluster, C18H41NO8 overall, with wB97M-V/def2-TZVPD.

Values from the calculation:
HOMO level = -9.7 eV
Total charge = 0
M = 399.525 g/mol
Structure (SMILES) = C[C@@H](O)COC(=O)NCCCCOC=O.CC(C)O.CC(C)O.CC(C)O
Kohn-Sham gap = 10.440 eV

XYZ file:
```
68
Properties=species:S:1:pos:R:3:forces:R:3
C -1.12502 -0.37813 -0.91116 0.057 0.110 -0.011
C -0.40313 -1.06786 -2.05955 0.049 0.009 -0.032
O 0.89879 -1.46505 -1.63688 -0.047 0.051 0.111
C -1.19285 -2.22588 -2.66354 0.153 0.026 -0.144
O -1.85390 -3.01858 -1.65073 -0.096 0.012 -0.117
C -1.06527 -3.85056 -0.96205 -0.237 0.054 0.066
O 0.08456 -4.09847 -1.24572 0.386 -0.144 -0.047
N -1.71783 -4.37816 0.12281 0.032 0.249 0.110
C -0.88201 -4.54719 1.31105 0.073 -0.224 0.081
C -0.54302 -3.20236 1.95226 -0.103 0.092 -0.016
C 0.12905 -3.31645 3.32334 0.176 0.163 -0.123
C 1.65981 -3.36091 3.25434 0.145 -0.266 -0.131
O 2.25356 -2.08090 3.53119 -0.455 -0.105 0.196
C 2.04187 -1.10917 2.62354 0.583 -0.588 -0.411
O 2.02517 0.03739 2.91855 -0.082 0.771 0.216
H -1.13728 -1.01555 -0.02365 -0.087 -0.026 -0.103
H -2.15198 -0.12123 -1.18864 0.053 -0.032 0.047
H -0.59699 0.54237 -0.65952 -0.065 -0.086 0.004
H -0.27284 -0.33396 -2.86794 -0.006 -0.112 -0.003
H 0.94775 -2.43215 -1.68575 0.045 0.132 -0.088
H -0.53214 -2.85757 -3.26007 -0.051 0.022 0.049
H -1.98936 -1.84966 -3.30457 -0.073 -0.017 0.179
H -2.58633 -3.89001 0.30245 0.011 -0.106 -0.023
H -1.39968 -5.19017 2.02853 -0.061 0.063 -0.109
H 0.01950 -5.07450 0.99406 -0.046 0.025 0.068
H -1.46967 -2.62160 2.03085 0.043 -0.081 0.089
H 0.10278 -2.64083 1.26812 -0.093 -0.013 -0.013
H -0.23824 -4.20188 3.85150 -0.006 0.079 -0.018
H -0.13309 -2.44246 3.92583 -0.006 -0.156 0.095
H 2.00565 -3.72531 2.27748 -0.061 0.076 0.038
H 2.07033 -4.02760 4.01091 0.027 0.119 0.004
H 2.00464 -1.46571 1.57915 -0.245 -0.095 0.031
C -0.86883 5.04555 -0.45616 -0.076 -0.005 -0.060
C -0.25137 3.81597 0.18757 0.106 0.073 0.032
C 1.04736 4.13727 0.90917 0.015 -0.077 0.007
O -0.04686 2.78316 -0.77538 -0.040 0.055 -0.065
H -0.19435 5.46893 -1.20608 0.044 -0.004 0.040
H -1.80407 4.79073 -0.95529 -0.006 -0.008 0.025
H -1.07017 5.81711 0.28873 0.015 0.017 -0.011
H -0.96053 3.38621 0.89957 -0.008 -0.013 -0.010
H 1.78465 4.52699 0.20098 -0.011 0.030 0.008
H 1.45877 3.23945 1.37019 -0.005 0.003 0.005
H 0.89311 4.89055 1.68330 -0.001 0.011 -0.009
H 0.58891 3.10139 -1.42674 0.002 -0.014 0.037
C -3.13045 4.51488 3.83607 -0.068 -0.002 -0.013
C -2.83207 5.70696 2.94105 0.059 -0.048 0.099
C -1.57256 6.44010 3.37375 -0.011 0.056 -0.049
O -3.94469 6.59762 2.89153 -0.003 -0.002 -0.017
H -3.29793 4.84756 4.86469 0.038 -0.007 0.007
H -4.02924 3.99981 3.49738 0.007 0.002 -0.008
H -2.30138 3.80556 3.84009 0.009 0.008 0.001
H -2.71157 5.35906 1.91298 -0.035 0.021 -0.012
H -1.69246 6.82988 4.38868 0.015 -0.030 0.013
H -1.37334 7.28279 2.71106 -0.001 -0.010 -0.005
H -0.70666 5.77620 3.36711 -0.006 -0.009 0.013
H -4.09558 6.93236 3.78305 -0.006 -0.004 -0.036
C 2.78663 -3.63259 -6.14652 -0.063 -0.021 0.002
C 2.59552 -2.79873 -4.89007 0.114 -0.018 0.016
C 3.89606 -2.59714 -4.13044 -0.021 0.025 0.062
O 1.60762 -3.37797 -4.04091 -0.077 -0.082 -0.059
H 3.15889 -4.62749 -5.88548 0.031 0.012 -0.004
H 1.84043 -3.75376 -6.67395 0.003 0.009 0.003
H 3.50634 -3.16830 -6.82216 0.006 0.002 0.006
H 2.18412 -1.82383 -5.16085 -0.015 -0.004 0.009
H 4.29922 -3.56295 -3.81138 0.017 -0.002 -0.030
H 3.72268 -1.99011 -3.24200 -0.013 0.004 -0.009
H 4.64585 -2.10591 -4.75245 -0.001 -0.006 -0.006
H 1.91512 -4.24719 -3.75730 -0.025 0.035 0.021
```
Forces are in eV/Å.


Question: Among the records above, which one has the highest M?
Answer: C42H88F6N9O4P


Question: Which of these has the highest M?
Answer: C42H88F6N9O4P


Question: The highest M belongs to which entry?
Answer: C42H88F6N9O4P